A 2-piece molecular cluster, C27H29NO3 overall. Source: the Open Molecules 2025 dataset; level of theory: wB97M-V/def2-TZVPD.

XYZ file:
```
60
Properties=species:S:1:pos:R:3
C -1.580 -3.207 1.389
O -1.773 -1.856 1.847
C -0.837 -0.979 2.092
C 0.425 -0.889 1.400
C 1.460 -0.225 2.112
C 2.742 -0.122 1.592
C 3.027 -0.662 0.329
C 2.007 -1.287 -0.406
C 0.715 -1.397 0.104
H -1.870 -3.242 0.334
H -0.549 -3.553 1.538
H -2.282 -3.795 1.985
H -0.874 -0.416 3.020
H 1.208 0.193 3.089
H 3.521 0.384 2.164
H 4.040 -0.593 -0.077
H 2.236 -1.692 -1.393
H -0.079 -1.864 -0.483
C -2.429 0.181 7.135
C -2.920 -0.918 6.213
C -1.791 -1.883 5.893
C -4.072 -1.665 6.869
O -3.506 -0.353 4.964
C -2.676 0.295 4.113
C -3.077 0.116 2.693
N -2.926 1.124 1.908
C -3.106 1.231 0.599
C -2.782 2.522 -0.001
C -2.985 2.829 -1.367
C -2.719 4.112 -1.845
C -2.290 5.118 -0.969
C -2.106 4.829 0.391
C -2.326 3.534 0.861
C -3.556 0.074 -0.185
C -2.886 -0.289 -1.370
C -3.221 -1.470 -2.033
C -4.227 -2.297 -1.521
C -4.931 -1.918 -0.373
C -4.615 -0.726 0.276
O -1.668 0.906 4.453
H -3.259 0.848 7.402
H -2.033 -0.266 8.056
H -1.636 0.755 6.646
H -2.141 -2.674 5.213
H -0.940 -1.350 5.448
H -1.451 -2.358 6.823
H -4.490 -2.414 6.183
H -3.726 -2.182 7.774
H -4.869 -0.966 7.158
H -3.768 -0.711 2.511
H -3.360 2.062 -2.044
H -2.853 4.331 -2.905
H -2.106 6.127 -1.340
H -1.789 5.599 1.093
H -2.178 3.279 1.911
H -2.097 0.358 -1.758
H -2.686 -1.746 -2.945
H -4.476 -3.233 -2.028
H -5.725 -2.552 0.032
H -5.211 -0.392 1.127
```

Summary:
**Energy relative to the best compared isomer or geometry (same formula, charge and spin)**: 5.611 eV
**Gap between HOMO and LUMO**: 0.1521 Ha
**Total energy**: -36098.2112 eV
**LUMO energy**: -1.64 eV

=====

C46H50FIMnN4O5 as an isolated structure. Source: the Open Molecules 2025 dataset; level of theory: wB97M-V/def2-TZVPD.

XYZ file:
```
108
Properties=species:S:1:pos:R:3
Mn -0.102 -0.584 -1.042
C 1.491 3.689 -1.807
C 2.174 2.467 -1.183
C 3.092 2.904 -0.043
C 2.865 1.643 -2.248
C 4.222 1.803 -2.500
C 4.848 1.103 -3.519
C 4.099 0.247 -4.305
C 2.738 0.057 -4.079
C 1.948 -0.822 -5.024
C 2.625 -2.165 -5.296
C 1.675 -0.088 -6.339
C 2.114 0.741 -3.024
N 0.741 0.544 -2.717
C -0.139 1.143 -3.503
O 0.054 1.870 -4.499
C -1.560 0.906 -3.052
C -2.647 1.498 -3.675
C -3.907 1.301 -3.131
C -4.044 0.546 -1.974
C -2.909 -0.028 -1.423
N -1.713 0.134 -1.978
C -2.983 -0.910 -0.197
O -4.055 -0.918 0.436
N -1.893 -1.654 -0.005
C -2.126 -2.772 0.832
C -3.113 -3.710 0.446
C -3.417 -4.779 1.276
C -2.767 -4.975 2.484
C -1.780 -4.081 2.847
C -1.442 -2.996 2.041
C -0.349 -2.079 2.536
C -0.794 -1.304 3.779
C 0.936 -2.860 2.810
C -3.869 -3.591 -0.864
C -3.735 -4.863 -1.706
C -5.344 -3.257 -0.631
H 0.924 4.239 -1.050
H 0.819 3.401 -2.615
H 2.247 4.363 -2.224
H 1.386 1.834 -0.776
H 3.801 3.670 -0.375
H 3.655 2.066 0.370
H 2.494 3.350 0.759
H 4.803 2.479 -1.885
H 5.909 1.231 -3.701
H 4.577 -0.289 -5.118
H 0.989 -1.023 -4.553
H 3.510 -2.049 -5.932
H 1.927 -2.831 -5.809
H 2.934 -2.653 -4.371
H 2.617 0.133 -6.854
H 1.150 0.849 -6.151
H 1.064 -0.711 -6.999
H -2.463 2.099 -4.555
H -4.780 1.746 -3.597
H -4.992 0.382 -1.481
H -4.188 -5.478 0.967
H -3.022 -5.813 3.122
H -1.246 -4.225 3.781
H -0.158 -1.362 1.742
H -0.957 -1.980 4.625
H -1.727 -0.767 3.592
H -0.028 -0.580 4.077
H 0.761 -3.632 3.567
H 1.731 -2.208 3.175
H 1.298 -3.338 1.900
H -3.416 -2.785 -1.441
H -4.264 -5.703 -1.245
H -2.688 -5.138 -1.837
H -4.159 -4.702 -2.700
H -5.841 -4.071 -0.092
H -5.860 -3.128 -1.587
H -5.438 -2.339 -0.051
C 3.428 1.866 5.060
C 2.305 2.803 4.641
C 1.373 3.078 5.812
C 0.301 4.076 5.415
C -0.419 3.601 4.183
C -1.712 3.994 3.921
C -2.375 3.528 2.792
F -3.645 3.946 2.593
C -1.785 2.671 1.910
C -0.467 2.266 2.155
C 0.160 1.335 1.196
O -0.478 1.021 0.183
C 1.482 0.894 1.525
C 2.073 1.404 2.632
N 1.518 2.269 3.515
C 0.219 2.719 3.286
C 2.308 -0.138 0.745
O 3.488 -0.256 1.108
O 1.720 -0.803 -0.147
H 3.870 2.251 5.980
H 4.221 1.790 4.320
H 3.042 0.864 5.254
H 2.742 3.758 4.320
H 1.965 3.455 6.649
H 0.916 2.134 6.125
H 0.765 5.050 5.225
H -0.418 4.220 6.224
H -2.232 4.659 4.601
H -2.302 2.284 1.041
H 3.084 1.072 2.815
I -1.171 -3.000 -3.570
C 0.269 -2.365 -2.006
H 1.208 -2.402 -2.560
H 0.246 -3.244 -1.352
```

Summary:
**Energy relative to the best compared isomer or geometry (same formula, charge and spin)**: 0.603 eV
**2S+1**: 2
**Gap between HOMO and LUMO (spin up / spin down)**: 0.1902 / 0.1682 Ha
**Total energy**: -106855.5551 eV
**Charge**: -2
**LUMO energy (spin up / spin down)**: 3.50 / 3.50 eV

=====

A 2-piece molecular cluster, C6H10 overall. Source: the Open Molecules 2025 dataset; level of theory: wB97M-V/def2-TZVPD.

XYZ file:
```
16
Properties=species:S:1:pos:R:3
C 0.458 2.192 0.126
C 0.206 0.889 0.026
C 1.238 -0.156 -0.019
C 0.747 -1.300 0.462
C -0.719 -1.172 0.826
C -1.122 0.181 0.200
H -0.322 2.897 0.387
H 1.472 2.569 0.021
H 2.262 0.038 -0.326
H 1.322 -2.205 0.626
H -0.834 -1.138 1.917
H -1.322 -2.011 0.463
H -1.829 0.761 0.799
H -1.592 0.011 -0.778
H 0.130 -1.095 -2.196
H -0.056 -0.461 -2.535
```

Summary:
**Energy relative to the best compared isomer or geometry (same formula, charge and spin)**: 1.659 eV
**Gap between HOMO and LUMO**: 0.3529 Ha
**SMILES string**: C=C1C=CCC1.[H][H]
**Total energy**: -6382.2003 eV
**LUMO energy**: 1.17 eV